Entry 1:
DFT (wB97M-V/def2-TZVPD) results for C16H23NO4 in the gas phase.

Summary:
Orbital gap (eV): 8.580
Total energy (eV): -26646.4371
SMILES: CCCCCOc1ccc(NC(=O)CCCC(=O)O)cc1
HOMO (hartree): -0.292
Strongest force on any atom (eV/Å): 0.7
Total charge: 0
Energy above the lowest of the compared OMol25 structures with the same formula, charge and spin (eV): 0.363

Last column: natural (NBO) charge in e.
CARTESIAN COORDINATES (ANGSTROEM)
C 6.1242 3.0604 0.8239  -0.603
C 5.6223 2.7161 -0.5746  -0.400
C 6.1160 1.3538 -1.0826  -0.397
C 5.1168 0.2111 -0.9008  -0.423
C 4.8393 -0.1355 0.5633  -0.065
O 4.0962 -1.3313 0.6969  -0.494
C 2.7558 -1.3252 0.4584  0.277
C 2.1304 -2.5724 0.5250  -0.242
C 0.7742 -2.6905 0.3227  -0.215
C -0.0031 -1.5661 0.0471  0.114
N -1.3795 -1.7504 -0.1495  -0.596
C -2.3428 -0.8232 -0.4092  0.688
O -2.1413 0.3651 -0.5205  -0.618
C -3.7216 -1.4615 -0.5510  -0.500
C -4.8181 -0.4266 -0.7864  -0.389
C -5.0273 0.4694 0.4301  -0.525
C -6.1846 1.4110 0.2412  0.802
O -6.9192 1.4539 -0.7079  -0.598
O -6.3287 2.2303 1.2950  -0.688
C 0.6145 -0.3246 -0.0188  -0.232
C 1.9784 -0.2056 0.1838  -0.246
H 5.7420 4.0313 1.1322  0.210
H 5.8088 2.3212 1.5549  0.197
H 7.2111 3.1051 0.8333  0.202
H 5.9665 3.4962 -1.2570  0.204
H 4.5308 2.7377 -0.5890  0.193
H 7.0523 1.0986 -0.5823  0.195
H 6.3281 1.4288 -2.1511  0.212
H 5.5134 -0.6869 -1.3810  0.213
H 4.1796 0.4623 -1.4021  0.204
H 5.7830 -0.3437 1.0765  0.192
H 4.3340 0.6874 1.0799  0.171
H 2.7357 -3.4383 0.7412  0.225
H 0.3089 -3.6651 0.3783  0.203
H -1.6787 -2.7137 -0.0835  0.394
H -3.6879 -2.1548 -1.3954  0.230
H -3.9366 -2.0393 0.3519  0.216
H -4.5454 0.1976 -1.6378  0.228
H -5.7544 -0.9326 -1.0273  0.220
H -4.1320 1.0654 0.6158  0.262
H -5.2228 -0.1217 1.3284  0.225
H -7.0739 2.8346 1.1514  0.495
H 0.0264 0.5520 -0.2307  0.253
H 2.4153 0.7783 0.1264  0.209


Entry 2:
DFT (wB97M-V/def2-TZVPD) results for a molecular structure, C16H24BBeCl6F10N5O4S2 in a non-equilibrium geometry.

Summary:
Orbital gap (eV): 8.772
Total energy (eV): -157670.1286
HOMO (hartree): -0.340
Strongest force on any atom (eV/Å): 7.4
Total charge: 0
Energy above the lowest of the compared OMol25 structures with the same formula, charge and spin (eV): 0.000

Last column: natural (NBO) charge in e.
CARTESIAN COORDINATES (ANGSTROEM)
Be -0.4365 0.2015 3.0193  1.712
B -2.5997 1.0865 3.6660  1.300
F -1.8363 1.7229 2.6588  -0.561
F -2.2726 -0.2343 3.5593  -0.527
F -2.2247 1.6102 4.8531  -0.528
F -3.9668 1.2703 3.4512  -0.540
C -2.0002 1.1809 -0.4417  0.825
F -2.9579 1.9308 0.2347  -0.292
F -2.4065 0.7152 -1.6082  -0.297
F -0.9158 1.9143 -0.7725  -0.310
S -1.6511 -0.4204 0.6729  2.123
O -2.5684 -0.3477 1.7545  -0.921
O -1.6992 -1.5990 -0.2266  -0.879
N -0.0942 -0.1192 1.3919  -1.319
S 0.9649 -0.2992 0.1809  2.164
O 0.5323 -0.4865 -1.2200  -0.872
O 1.9547 0.8155 0.3247  -0.950
C 1.9326 -1.8937 0.7222  0.783
F 1.1463 -2.8744 0.8280  -0.279
F 2.9428 -2.1781 -0.1871  -0.322
F 2.4705 -1.6250 1.9553  -0.332
C -4.0376 -0.0812 0.2010  -0.680
C -5.1486 -0.9950 -0.1686  0.296
N -6.0548 -1.7147 -0.4480  -0.354
H -3.9835 -0.0384 1.2888  0.314
H -4.1575 0.8690 -0.3195  0.261
H -3.0997 -0.4975 -0.1666  0.160
C 3.7000 0.4755 2.8505  -0.735
C 2.3099 0.1825 3.2098  0.563
N 1.2426 -0.0976 3.5490  -0.607
H 4.0272 1.4762 3.1326  0.288
H 3.7381 0.2995 1.7755  0.287
H 4.2847 -0.3334 3.2886  0.271
C -1.3565 -3.6629 2.0341  -0.739
C -1.0049 -2.3987 2.7386  0.472
N -0.7567 -1.4683 3.3543  -0.576
H -0.5227 -4.3238 2.2712  0.262
H -1.2223 -3.3424 1.0009  0.296
H -2.3857 -4.0179 2.0854  0.288
C 2.4904 2.7888 -0.7327  -0.790
C 1.7787 3.2295 0.4511  0.324
N 1.2174 3.5686 1.4303  -0.414
H 2.2528 1.7495 -0.9592  0.301
H 3.5613 2.8326 -0.5339  0.239
H 2.1091 3.4888 -1.4762  0.257
Cl 1.5816 1.7913 -2.6035  -0.003
C 2.6496 0.3916 -2.8569  -0.406
C 1.8996 -0.7798 -3.5522  -0.397
Cl 1.2569 -0.1893 -5.1106  -0.046
H 2.9178 0.0354 -1.8623  0.198
H 3.5798 0.7014 -3.3332  0.231
H 1.0511 -1.1060 -2.9507  0.246
H 2.5369 -1.6595 -3.6432  0.205
Cl -3.6383 4.7283 -0.3494  -0.047
C -2.1454 5.0851 -1.2283  -0.397
C -1.2514 3.8766 -1.4332  -0.387
Cl 0.1899 4.2532 -2.4393  -0.051
H -1.7008 5.8448 -0.5854  0.230
H -2.3903 5.4320 -2.2322  0.217
H -1.7559 3.0257 -1.8910  0.193
H -0.9535 3.3110 -0.5504  0.253
Cl -0.4942 -3.5611 -2.3027  -0.054
C 1.3156 -3.4146 -2.5380  -0.379
C 2.1101 -4.6312 -1.9088  -0.404
Cl 1.6118 -6.1734 -2.5955  -0.049
H 1.6687 -2.4900 -2.0813  0.215
H 1.5045 -3.4019 -3.6114  0.226
H 1.9925 -4.8855 -0.8554  0.222
H 3.1674 -4.5435 -2.1588  0.222


Entry 3:
DFT (wB97M-V/def2-TZVPD) results for 3 unconnected molecules or ions with the total composition C16H24BrClN2Si.

Summary:
Orbital gap (eV): 10.506
Total energy (eV): -110404.1970
SMILES: C[C@H](Br)C[SiH2]CCCCl.c1ccncc1.c1ccncc1
HOMO (hartree): -0.362
Strongest force on any atom (eV/Å): 0.1
Total charge: 0

Last column: natural (NBO) charge in e.
CARTESIAN COORDINATES (ANGSTROEM)
C -3.2594 -2.6501 4.0597  -0.638
C -3.1178 -3.7443 3.0197  -0.194
Br -4.8286 -4.7254 2.8874  -0.054
C -1.9921 -4.7238 3.3023  -0.879
Si -0.2849 -3.9274 3.3877  1.139
C -0.0158 -2.8289 1.8938  -0.861
C -0.1551 -3.5706 0.5614  -0.427
C 0.0177 -2.6567 -0.6506  -0.354
Cl -1.5650 -2.2124 -1.3894  -0.097
H -4.1574 -2.0573 3.8980  0.229
H -2.3927 -1.9842 4.0123  0.213
H -3.2967 -3.0785 5.0629  0.216
H -3.0132 -3.3161 2.0233  0.214
H -2.1898 -5.2505 4.2409  0.245
H -1.9687 -5.4870 2.5193  0.248
H -0.1484 -3.1262 4.6267  -0.175
H 0.7281 -5.0104 3.4089  -0.171
H 0.9684 -2.3549 1.9612  0.240
H -0.7473 -2.0120 1.9357  0.231
H 0.5730 -4.3849 0.5050  0.215
H -1.1374 -4.0462 0.5037  0.216
H 0.6017 -3.1222 -1.4402  0.216
H 0.4943 -1.7193 -0.3726  0.226
C 2.4024 2.0566 -2.9070  -0.167
C 3.3543 1.8867 -1.9136  -0.266
C 3.3875 0.6842 -1.2232  0.033
N 2.5521 -0.3247 -1.4643  -0.435
C 1.6470 -0.1498 -2.4243  0.032
C 1.5279 1.0147 -3.1688  -0.257
H 2.3438 2.9864 -3.4589  0.230
H 4.0613 2.6706 -1.6757  0.222
H 4.1195 0.5228 -0.4395  0.192
H 0.9733 -0.9795 -2.6081  0.193
H 0.7635 1.0973 -3.9293  0.223
C -0.7748 6.1761 -1.8644  -0.167
C 0.1037 5.3245 -1.2145  -0.259
C 1.3977 5.2146 -1.7018  0.032
N 1.8448 5.8752 -2.7671  -0.426
C 0.9899 6.6893 -3.3827  0.034
C -0.3220 6.8754 -2.9717  -0.260
H -1.7931 6.2913 -1.5162  0.219
H -0.2018 4.7519 -0.3494  0.222
H 2.1074 4.5547 -1.2156  0.193
H 1.3724 7.2189 -4.2481  0.193
H -0.9697 7.5518 -3.5127  0.221


Entry 4:
DFT (wB97M-V/def2-TZVPD) results for a molecular structure, C16H24Cl3N2OS2V in a non-equilibrium geometry.

Summary:
Orbital gap (alpha / beta) (eV): 5.355 / 5.684
Total energy (eV): -106937.9422
HOMO (alpha / beta) (hartree): -0.101 / -0.113
Strongest force on any atom (eV/Å): 3.2
Total charge: -1
Energy above the lowest of the compared OMol25 structures with the same formula, charge and spin (eV): 0.000
Spin multiplicity: 4

Last column: natural (NBO) charge in e.
CARTESIAN COORDINATES (ANGSTROEM)
V -0.0044 -0.3493 -0.0096  0.832
Cl 3.3824 -1.1438 6.6145  -0.040
C 2.4110 -0.8498 5.2018  -0.102
C 2.9335 -0.8814 3.9260  -0.227
C 2.0513 -0.8504 2.8597  -0.168
Cl 2.6362 -0.7829 1.2273  0.084
C 0.6353 -0.7080 2.9875  0.394
O -0.2132 -0.6874 2.0608  -0.769
C 0.2026 -0.5045 4.3478  -0.110
Cl -1.5123 -0.2633 4.6511  -0.016
C 1.0493 -0.6112 5.4259  -0.236
H 4.0425 -0.8968 3.8087  0.232
H 0.6998 -0.5211 6.4151  0.226
C -3.4056 -1.8224 -2.9575  -0.643
C -2.2577 -1.7671 -1.9738  -0.200
S -2.4255 -0.5509 -0.7117  -0.439
C -1.2005 -2.6197 -2.0272  -0.181
C -1.1769 -3.7385 -3.0137  -0.639
S 0.1878 -2.6898 -0.9118  -0.417
H -3.1472 -1.6350 -3.9629  0.194
H -4.1290 -1.0620 -2.6973  0.220
H -3.8193 -2.8349 -2.9777  0.199
H -2.0768 -3.7427 -3.6804  0.189
H -1.2113 -4.6799 -2.5014  0.208
H -0.2535 -3.7718 -3.5985  0.203
C 2.1821 0.4383 -2.1597  -0.406
N 0.8017 0.8443 -1.8848  -0.496
C -0.0566 0.5096 -3.0229  -0.420
C 0.6714 2.2589 -1.6026  -0.218
C -0.4124 2.5282 -0.6820  -0.233
N -0.3215 1.8684 0.6067  -0.484
C 0.7437 2.4392 1.4015  -0.409
C -1.5943 1.9467 1.3427  -0.402
H 2.5123 0.8284 -3.1386  0.167
H 2.1354 -0.6371 -2.2819  0.242
H 2.8384 0.6842 -1.3617  0.203
H 0.3459 0.9689 -3.9444  0.155
H -1.0640 0.8637 -2.8145  0.231
H -0.1207 -0.5639 -3.1211  0.250
H 0.6621 2.7999 -2.5301  0.193
H 1.6216 2.5731 -1.1184  0.190
H -1.3613 2.2652 -1.1250  0.239
H -0.3972 3.6040 -0.5232  0.171
H 0.6056 3.5136 1.5735  0.171
H 1.7075 2.2852 0.9299  0.202
H 0.7678 1.9419 2.3687  0.224
H -1.7562 3.0338 1.6133  0.153
H -1.4930 1.3472 2.2481  0.241
H -2.4167 1.6230 0.7241  0.241